Computed, not measured: C36H19Cl72F10O6P as an isolated structure, with ωB97M-V with the def2-TZVPD basis set.

Properties
Charge: 0
DFT total energy, eV: -987980.1386
Largest force on an atom, eV/A: 8.93
Highest occupied orbital energy, eV: -9.65
E_LUMO, eV: -1.42

Geometry as XYZ:
```
144
Properties=species:S:1:pos:R:3:forces:R:3
O -3.319278 3.771270 5.503188 1.25 -5.80 -6.67
C -3.138424 2.877723 4.521457 -2.86 4.48 3.93
O -4.188703 2.728452 3.460751 3.22 -1.12 2.36
C -3.992590 1.415611 2.815888 0.77 -1.34 -0.87
C -2.723028 1.434244 1.762658 -0.22 -1.38 -0.16
C -3.181908 1.811133 0.234215 0.03 0.49 0.49
C -1.953391 2.411278 -0.709779 -1.38 1.89 1.41
O -1.616575 1.553307 -1.856485 2.08 -3.18 1.30
P -0.764096 0.092174 -1.313720 -0.47 1.69 5.27
O -0.164760 0.295518 0.151412 -1.89 -1.09 -5.88
O -2.001118 -1.149215 -1.155276 1.94 3.10 -2.30
C -2.807798 -1.265885 -2.379945 -1.23 -1.59 -1.81
C -4.430317 -1.286201 -2.146876 -0.55 -0.19 0.30
C -4.907161 -2.557745 -1.170546 -0.37 0.78 -0.56
C -6.565740 -2.634101 -1.036049 0.28 -0.86 -1.05
F -6.999261 -3.803816 -1.877702 0.71 3.84 2.28
F -7.251956 -1.393393 -1.473835 1.82 -3.95 1.41
C -7.033086 -3.031183 0.515470 -1.77 -0.89 1.95
F -8.494904 -3.406997 0.570825 5.11 1.47 -0.13
F -6.304098 -4.251646 1.005838 -2.27 4.33 -1.69
F -6.808175 -1.921699 1.473669 -0.64 -3.89 -3.29
O 0.428963 -0.240286 -2.537695 0.14 -0.99 2.80
C 1.495686 -1.132042 -2.057261 1.57 -1.39 -0.58
F 2.446292 -0.463344 -1.091849 -4.24 -2.67 -2.69
F 2.348311 -1.438788 -3.266437 -2.72 1.38 3.58
C 0.962910 -2.599547 -1.518170 -0.95 -4.20 0.91
C 0.940063 -3.855387 -2.622516 -0.99 -1.28 2.91
C 0.471935 -5.405266 -2.209202 -0.42 2.91 3.18
C -0.021840 -5.751757 -0.670523 0.93 4.64 -2.16
C 0.004863 -4.491859 0.412703 0.20 0.76 -2.58
C -0.486492 -4.850205 1.968551 -0.42 -0.36 -0.67
F 0.187973 -6.088744 2.479797 -2.65 4.32 -1.10
F -1.951295 -5.198921 1.844213 4.78 1.30 1.08
F -0.264254 -3.699630 2.911364 -1.00 -4.29 -3.04
C 0.487452 -2.946983 0.012153 0.06 -2.76 -2.44
H -2.200161 2.177446 4.507236 -2.06 1.19 -0.39
H -4.976573 1.072857 2.235907 2.31 1.07 1.57
H -3.784775 0.607323 3.644015 -0.42 1.53 -1.57
H -1.848598 2.112592 2.143134 -1.81 -1.22 -0.75
H -2.311906 0.315169 1.734357 -0.70 2.46 0.09
H -4.024520 2.650704 0.332386 1.79 -1.71 -0.42
H -3.658054 0.864550 -0.279266 0.95 1.95 1.00
H -1.010792 2.754651 -0.070495 -1.98 -1.33 -1.42
H -2.388690 3.422991 -1.169237 1.19 -2.87 0.60
H -2.582748 -0.463814 -3.202331 -0.29 -1.27 1.79
H -2.528434 -2.323415 -2.858105 -0.55 2.24 0.99
H -4.874129 -0.323265 -1.646876 1.18 -1.67 -1.04
H -4.925876 -1.351973 -3.229326 1.12 -0.06 2.39
H -4.523683 -3.582127 -1.635705 -1.01 2.16 1.30
H -4.496700 -2.353123 -0.093383 -0.65 -0.62 -2.07
H 1.271790 -3.714959 -3.759218 -0.75 -0.09 2.94
H 0.477306 -6.309415 -2.974769 0.08 2.34 1.63
H -0.329522 -6.851423 -0.413260 0.61 2.50 -0.28
H 0.505833 -2.131836 0.854069 -0.07 -1.71 -1.91
C 5.705114 1.714408 -1.889800 -0.27 0.05 0.08
Cl 6.913473 0.405455 -1.862368 -0.28 0.31 -0.02
Cl 5.964375 2.791410 -0.494297 -0.40 -1.03 -0.04
Cl 5.873505 2.646727 -3.398812 0.02 -0.14 0.21
Cl 4.069015 1.014244 -1.803736 1.74 0.83 -0.24
C 7.205090 6.682220 -0.628821 0.38 0.04 -0.41
Cl 7.106529 5.223564 -1.647079 0.32 1.22 0.09
Cl 6.008740 6.570125 0.686763 0.29 -0.07 -1.24
Cl 8.840822 6.812514 0.065509 -0.74 -0.17 -0.19
Cl 6.864301 8.122806 -1.620299 0.07 -0.35 0.28
C 1.205074 3.288490 4.044690 0.11 0.03 0.01
Cl 0.087539 2.571431 5.232622 0.48 0.17 -0.12
Cl 2.541957 2.154309 3.726957 -0.35 0.31 0.06
Cl 0.329825 3.614763 2.527397 0.24 0.01 0.29
Cl 1.861087 4.813487 4.691594 -0.27 -0.65 -0.30
C 4.805107 11.197185 -3.003217 -0.06 -0.03 0.03
Cl 5.649859 10.604467 -4.455567 -0.17 0.12 0.34
Cl 3.999105 9.833821 -2.187021 0.16 0.42 -0.31
Cl 5.983324 11.941379 -1.892959 -0.27 -0.21 -0.25
Cl 3.588087 12.409104 -3.477107 0.29 -0.29 0.12
C -4.194910 -7.617700 3.608952 -0.01 0.08 -0.04
Cl -4.293471 -9.076356 2.590695 0.03 0.32 0.22
Cl -5.391260 -7.729794 4.924536 0.29 0.02 -0.32
Cl -2.559178 -7.487405 4.303282 -0.37 -0.06 -0.16
Cl -4.535699 -6.177113 2.617474 -0.12 -0.48 0.32
C 3.605133 -6.702461 1.083683 0.29 0.15 0.22
Cl 5.078049 -5.709068 0.949781 -0.27 -0.25 0.02
Cl 2.191564 -5.738881 0.585772 2.09 -0.89 0.33
Cl 3.753041 -8.129504 0.027102 0.02 0.26 0.25
Cl 3.397695 -7.232504 2.772019 0.05 0.09 -0.40
C -7.194886 -7.663239 -2.412754 -0.06 0.08 0.14
Cl -5.986527 -8.972192 -2.385323 -0.23 0.28 -0.01
Cl -6.935625 -6.586237 -1.017251 -0.05 -0.53 -0.34
Cl -7.026495 -6.730920 -3.921766 -0.03 -0.21 0.34
Cl -8.830985 -8.363403 -2.326690 0.42 0.17 -0.03
C 1.168976 -9.832967 -4.012887 0.03 -0.13 -0.11
Cl -0.537256 -9.403393 -3.732746 0.42 0.33 -0.36
Cl 2.138642 -9.372187 -2.590915 -0.32 -0.05 -0.33
Cl 1.303220 -11.589582 -4.279295 0.11 0.49 -0.12
Cl 1.771495 -8.966805 -5.448572 -0.14 -0.18 0.36
C 2.368993 9.976582 1.668006 -0.06 0.03 0.02
Cl 1.251458 9.259523 2.855939 0.27 0.14 -0.29
Cl 3.705876 8.842401 1.350273 -0.31 0.31 0.07
Cl 1.493745 10.302855 0.150713 0.14 -0.09 0.43
Cl 3.025006 11.501579 2.314910 -0.14 -0.39 -0.17
C -8.430998 1.685721 2.207363 -0.14 -0.04 0.05
Cl -9.447689 3.128592 2.449648 0.28 -0.36 -0.07
Cl -8.073568 0.939240 3.785205 -0.04 0.19 -0.42
Cl -9.295856 0.515529 1.179082 0.23 0.29 0.24
Cl -6.906812 2.159312 1.415513 -0.67 0.08 -0.03
C 11.052341 10.259334 0.581020 -0.06 0.02 -0.04
Cl 12.608753 9.504087 0.155081 -0.36 0.15 0.10
Cl 10.457181 9.570218 2.112516 0.14 0.13 -0.37
Cl 11.276515 12.017009 0.768155 -0.04 -0.42 -0.04
Cl 9.866763 9.946143 -0.711563 0.34 0.23 0.31
C 1.152324 5.104343 -1.441864 0.31 -0.05 -0.03
Cl 2.214123 6.153854 -0.469573 -0.27 -0.23 -0.20
Cl 1.240167 5.592578 -3.153146 -0.09 -0.27 0.76
Cl 1.681209 3.410631 -1.279650 -0.17 0.45 0.01
Cl -0.526270 5.260157 -0.865237 1.21 0.26 0.11
C -2.147653 -12.737770 -1.573461 0.14 -0.05 0.13
Cl -0.674737 -11.744377 -1.707364 -0.56 -0.63 0.52
Cl -3.561222 -11.774191 -2.071372 0.30 -0.20 0.09
Cl -1.999745 -14.164813 -2.630042 -0.03 0.36 0.23
Cl -2.355091 -13.267813 0.114875 0.04 0.18 -0.54
C -4.847696 5.395795 -2.160904 -0.27 0.09 0.08
Cl -4.946256 3.937139 -3.179161 0.08 0.30 0.26
Cl -6.044045 5.283700 -0.845320 0.30 -0.02 -0.31
Cl -3.211964 5.526089 -1.466574 -1.16 0.45 -0.52
Cl -5.188485 6.836381 -3.152382 0.13 -0.39 0.26
C -2.447659 -13.692913 4.235884 0.05 0.05 0.10
Cl -0.891247 -14.448160 3.809946 -0.39 0.18 0.07
Cl -3.042819 -14.382029 5.767381 0.14 0.17 -0.39
Cl -2.223485 -11.935239 4.423019 -0.08 -0.44 -0.08
Cl -3.633237 -14.006104 2.943302 0.20 0.03 0.42
C 5.352316 6.553578 5.080094 -0.06 -0.08 0.14
Cl 5.477071 4.897400 5.724881 -0.02 0.40 -0.17
Cl 3.704697 7.174544 5.352734 0.50 0.17 0.01
Cl 6.527829 7.604260 5.910111 -0.30 -0.26 -0.24
Cl 5.699640 6.538330 3.332642 -0.04 -0.02 1.40
C 0.852328 5.698358 -7.253487 0.01 -0.06 -0.08
Cl 2.060687 4.389405 -7.226055 -0.30 0.34 0.03
Cl 1.111589 6.775360 -5.857984 -0.06 -0.06 -0.67
Cl 1.020719 6.630677 -8.762499 -0.04 -0.23 0.39
Cl -0.783770 4.998194 -7.167423 0.40 0.18 0.01
C 10.752271 4.671081 2.933556 -0.06 -0.03 0.04
Cl 9.046039 5.100655 3.213697 0.39 -0.10 -0.03
Cl 11.721938 5.131860 4.355529 -0.24 -0.10 -0.35
Cl 10.886515 2.914465 2.667149 -0.03 0.45 0.05
Cl 11.354790 5.537242 1.497872 0.09 -0.25 0.42
```
Positions in Å, forces in eV/Å.

***

Computed, not measured: a 5-piece molecular cluster, C14H40N2O5 overall, with ωB97M-V with the def2-TZVPD basis set.

Properties
Charge: 0
DFT total energy, eV: -28380.1123
SMILES: COC[C@H](C)N.COC[C@H](C)N.CCO.CCO.CCO
Largest force on an atom, eV/A: 2.92
Highest occupied orbital energy, eV: -9.38
E_LUMO, eV: 0.55
ΔE to the lowest compared entry with this formula, charge and spin, kJ/mol: 255.9

Geometry as XYZ:
```
61
Properties=species:S:1:pos:R:3:forces:R:3
C 3.341755 0.703574 -0.301429 1.47 -0.49 1.09
O 3.480176 2.017875 0.231174 -0.12 0.36 -0.09
C 4.604281 2.302657 1.075950 -0.19 0.27 0.88
C 4.740886 3.827177 1.275322 0.78 0.84 -0.22
C 6.080688 4.279370 1.953208 -0.94 -1.55 -0.57
N 3.606419 4.254570 2.096892 0.46 -0.29 -0.10
H 4.301027 0.470692 -0.763674 -0.24 -0.15 -0.93
H 2.446130 0.515654 -0.893591 0.28 0.91 -0.38
H 3.278585 -0.083687 0.449784 -0.18 0.16 0.79
H 4.415975 1.922366 2.079954 -0.47 -0.12 0.32
H 5.562956 1.819594 0.886991 0.04 -0.05 -1.29
H 4.694274 4.390986 0.343624 0.03 -0.52 -0.65
H 6.318196 5.342950 1.974835 -0.77 0.09 0.19
H 6.905063 3.861579 1.375310 0.13 -0.38 0.29
H 5.964707 3.829158 2.939096 0.83 0.30 0.30
H 2.824262 4.071751 1.484588 -0.64 0.32 0.29
H 3.729457 5.249671 2.218318 -0.52 0.24 0.07
C 0.870209 -0.237408 3.267734 0.78 0.28 -0.56
O 0.956454 -1.063517 2.128261 0.86 -0.56 0.79
C 0.147768 -2.209160 2.344596 0.12 0.53 -1.88
C 0.309738 -3.099632 1.059775 -0.80 -0.69 1.31
C -0.944639 -3.861240 0.870611 -2.15 0.24 -0.75
N 1.375288 -4.055289 1.255762 1.83 0.95 -0.15
H 1.158356 -0.741889 4.190009 -0.45 -0.42 0.16
H -0.148284 0.150784 3.276613 0.02 0.40 0.60
H 1.644993 0.523168 3.171172 -0.41 0.43 -0.26
H 0.363030 -2.683248 3.302195 0.33 -0.46 -0.16
H -0.857776 -1.795144 2.419177 -0.62 -0.41 -0.10
H 0.520318 -2.443342 0.215357 -0.26 0.30 -0.02
H -1.066418 -4.576910 0.057541 0.94 -0.01 -0.31
H -1.664925 -3.091814 0.592614 -0.71 -0.17 0.37
H -1.268152 -4.432299 1.740856 0.09 0.36 0.33
H 1.598091 -4.515555 0.384776 -0.80 -0.76 -0.42
H 2.127971 -3.388672 1.159893 1.33 -0.04 1.09
C -0.611838 0.785038 0.285941 1.36 0.24 1.98
C -1.318948 1.574206 -0.763903 0.44 -1.81 0.18
O -1.706648 0.519910 -1.695265 -0.25 1.54 -0.44
H 0.469070 0.671610 0.202946 -0.08 -0.23 -0.76
H -1.055410 -0.203065 0.408455 0.06 0.09 0.07
H -0.639548 1.282107 1.255605 -0.42 0.13 0.27
H -0.622049 2.289173 -1.201214 -0.66 0.12 -0.37
H -2.198587 1.972878 -0.258535 -0.16 0.69 -0.66
H -2.227654 -0.010736 -1.088166 0.06 -0.74 -0.33
C -5.781046 -0.766638 -0.141083 0.05 -0.77 -0.74
C -4.351472 -0.766960 -0.672094 -0.76 1.40 -0.42
O -3.376991 -1.211665 0.178194 1.99 -1.48 1.53
H -6.063446 -0.270984 0.787724 0.70 0.53 -0.08
H -6.054962 -1.807397 0.031819 -0.19 -0.14 -0.19
H -6.386695 -0.377024 -0.959310 -0.32 -0.03 0.18
H -3.972858 0.206326 -0.984292 -1.01 0.67 -0.18
H -4.248524 -1.354890 -1.584145 -0.50 -0.36 0.01
H -3.574612 -1.220119 1.117606 -0.43 0.21 -0.14
C -3.527623 -1.012516 -5.913678 -0.55 -0.04 1.20
C -3.091190 -1.013379 -4.418933 2.21 -1.10 -1.03
O -1.642879 -0.757601 -4.313818 -1.61 0.14 -0.13
H -3.098752 -0.236594 -6.547802 -0.10 0.16 0.36
H -4.616977 -0.978274 -5.898674 -0.16 0.32 -0.35
H -3.302446 -1.980542 -6.361267 0.33 0.04 0.09
H -3.197151 -2.051320 -4.103425 -0.38 -0.12 0.27
H -3.550459 -0.397669 -3.645578 -0.65 0.37 -0.72
H -1.667165 -0.138644 -3.580400 0.97 0.23 0.35
```
Positions in Å, forces in eV/Å.